A gas-phase ion, C3H6I2N (charge +1), computed with ωB97M-V/def2-TZVPD.

Summary:
- total charge = +1
- highest occupied orbital energy (spin up / spin down) (eV) = -12.72 / -12.05
- calculated total energy (a.u.) = -767.64998
- relative energy (zero: lowest compared OMol25 entry of this formula, charge and spin) (eV) = 2.293
- gap between HOMO and LUMO (spin up / spin down) (eV) = 8.25 / 7.53

Each line ends with the natural charge from an NBO analysis.
CARTESIAN COORDINATES (ANGSTROEM)
I1 1.629 -1.966 -0.013  0.28
I2 2.955 1.226 0.133  0.34
N1 -1.176 -0.615 0.841  -0.78
C1 0.118 0.578 -1.121  -0.55
C2 1.484 0.015 -0.669  -0.39
C3 -0.468 0.547 0.268  -0.06
H1 0.270 1.560 -1.457  0.27
H2 -2.180 -0.456 0.645  0.45
H3 -0.790 -1.530 0.399  0.45
H4 -0.259 0.078 -2.003  0.26
H5 -1.395 -0.753 1.924  0.47
H6 -0.188 1.316 1.054  0.25

***

A molecular structure, C3H6IN2, computed with ωB97M-V/def2-TZVPD.

Summary:
- total charge = +1
- highest occupied orbital energy (spin up / spin down) (eV) = -12.92 / -12.91
- calculated total energy (a.u.) = -524.62426
- relative energy (zero: lowest compared OMol25 entry of this formula, charge and spin) (eV) = 6.360
- gap between HOMO and LUMO (spin up / spin down) (eV) = 6.21 / 6.21

Each line ends with the natural charge from an NBO analysis.
CARTESIAN COORDINATES (ANGSTROEM)
I1 1.790 1.687 -0.194  0.85
N1 -0.022 -0.638 0.841  -0.28
N2 2.418 1.099 1.499  -0.93
C1 -0.702 0.372 0.295  -0.02
C2 -1.342 0.278 -0.996  -0.67
C3 0.858 -1.353 1.164  0.35
H1 -0.790 1.079 -1.562  0.25
H2 -1.150 -0.723 -1.514  0.26
H3 -1.097 1.084 0.958  0.24
H4 1.284 -2.279 1.591  0.30
H5 2.345 1.563 2.388  0.38
H6 -2.390 0.549 -0.754  0.26

***

2 unconnected molecules or ions with the total composition C3H6IN2, computed with ωB97M-V/def2-TZVPD.

Summary:
- total charge = +1
- highest occupied orbital energy (eV) = -14.40
- calculated total energy (a.u.) = -524.75924
- relative energy (zero: lowest compared OMol25 entry of this formula, charge and spin) (eV) = 2.687
- gap between HOMO and LUMO (eV) = 8.97

Each line ends with the natural charge from an NBO analysis.
CARTESIAN COORDINATES (ANGSTROEM)
I1 -2.673 -0.416 -0.055  0.38
N1 -0.251 -0.115 -1.726  -0.69
N2 0.670 -1.271 0.848  -1.07
C1 -0.256 1.247 0.255  -0.22
C2 -0.726 0.172 -0.507  0.21
C3 0.169 2.285 0.705  0.03
H1 -0.547 -0.961 -2.264  0.44
H2 0.710 0.179 -1.926  0.43
H3 1.619 -1.640 0.542  0.42
H4 0.727 -0.509 1.593  0.40
H5 -0.054 -1.986 1.216  0.41
H6 0.611 3.015 1.321  0.27

***

2 unconnected molecules or ions with the total composition C3H6IN5, computed with ωB97M-V/def2-TZVPD.

Summary:
- highest occupied orbital energy (spin up / spin down) (eV) = -7.93 / -9.29
- calculated total energy (a.u.) = -689.19406
- relative energy (zero: lowest compared OMol25 entry of this formula, charge and spin) (eV) = 3.178
- gap between HOMO and LUMO (spin up / spin down) (eV) = 7.24 / 8.55

Each line ends with the natural charge from an NBO analysis.
CARTESIAN COORDINATES (ANGSTROEM)
I1 -2.056 -0.563 2.442  0.20
N1 3.019 0.113 1.817  -0.05
N2 1.991 -0.182 1.072  -0.31
N3 -0.550 -1.075 0.012  -0.61
N4 1.282 0.573 2.933  -0.36
N5 2.612 0.568 2.941  -0.06
C1 0.035 -0.588 -1.262  -0.41
C2 -0.417 -0.322 1.171  0.01
C3 0.884 0.021 1.729  0.19
H1 -1.585 -1.395 -0.122  0.40
H2 0.674 0.799 3.812  0.45
H3 1.019 -0.969 -1.377  0.23
H4 -0.620 1.769 0.705  -0.10
H5 0.050 0.510 -1.310  0.22
H6 -0.615 -0.981 -2.177  0.20

***

2 unconnected molecules or ions with the total composition C3H6INO3, computed with ωB97M-V/def2-TZVPD.

Summary:
- highest occupied orbital energy (spin up / spin down) (eV) = -9.99 / -8.36
- calculated total energy (a.u.) = -695.86872
- relative energy (zero: lowest compared OMol25 entry of this formula, charge and spin) (eV) = 6.388
- gap between HOMO and LUMO (spin up / spin down) (eV) = 9.50 / 6.80

Each line ends with the natural charge from an NBO analysis.
CARTESIAN COORDINATES (ANGSTROEM)
I1 -1.921 1.282 -0.917  0.15
O1 -1.561 -3.126 0.455  -0.28
O2 0.041 0.238 1.419  -0.70
O3 -3.102 -1.546 0.325  -0.27
N1 -1.998 -2.019 0.238  0.52
C1 1.715 1.114 -0.011  -0.63
C2 -0.321 -0.044 -1.041  -0.33
C3 0.651 0.059 0.191  0.02
H1 -0.078 -0.306 -2.079  0.20
H2 2.132 1.096 -0.984  0.21
H3 2.346 1.080 0.775  0.22
H4 -0.410 1.039 1.444  0.47
H5 1.309 2.105 0.008  0.20
H6 1.196 -0.972 0.178  0.20

***

A single C3H6INS molecule, computed with ωB97M-V/def2-TZVPD.

Summary:
- highest occupied orbital energy (eV) = -8.55
- calculated total energy (a.u.) = -868.41531
- SMILES = CN[C@]1(I)CS1
- relative energy (zero: lowest compared OMol25 entry of this formula, charge and spin) (eV) = 1.764
- gap between HOMO and LUMO (eV) = 8.63

Each line ends with the natural charge from an NBO analysis.
CARTESIAN COORDINATES (ANGSTROEM)
I1 -2.173 1.150 2.453  0.04
S1 -1.349 2.700 -0.513  0.22
N1 0.177 0.595 0.362  -0.74
C1 -1.943 1.040 -0.925  -0.52
C2 -1.247 1.201 0.395  -0.08
C3 1.178 -0.754 0.385  -0.34
H1 2.020 -0.335 0.143  0.18
H2 0.936 -1.420 -0.509  0.21
H3 -1.337 0.495 -1.596  0.22
H4 -2.979 0.750 -1.104  0.24
H5 0.677 1.430 0.807  0.36
H6 1.319 -1.113 1.421  0.21

***

2 unconnected molecules or ions with the total composition C3H6N, computed with ωB97M-V/def2-TZVPD.

Summary:
- total charge = +1
- highest occupied orbital energy (spin up / spin down) (eV) = -12.04 / -15.81
- calculated total energy (a.u.) = -172.17997
- relative energy (zero: lowest compared OMol25 entry of this formula, charge and spin) (eV) = 4.861
- gap between HOMO and LUMO (spin up / spin down) (eV) = 4.42 / 10.44

Each line ends with the natural charge from an NBO analysis.
CARTESIAN COORDINATES (ANGSTROEM)
N1 -2.031 -0.135 -0.026  -0.28
C1 2.681 0.318 0.279  -0.50
C2 -3.130 0.026 0.263  0.44
C3 -0.882 -0.416 -0.577  0.01
H1 2.243 0.412 -0.703  0.15
H2 -3.951 0.273 0.971  0.31
H3 -0.222 0.412 -0.756  0.25
H4 3.814 0.181 0.365  0.20
H5 2.107 0.296 1.151  0.16
H6 -0.628 -1.368 -0.965  0.25

***

2 unconnected molecules or ions with the total composition C3H6N, computed with ωB97M-V/def2-TZVPD.

Summary:
- total charge = +1
- highest occupied orbital energy (eV) = -16.63
- calculated total energy (a.u.) = -172.17689
- relative energy (zero: lowest compared OMol25 entry of this formula, charge and spin) (eV) = 4.945
- gap between HOMO and LUMO (eV) = 10.70

Each line ends with the natural charge from an NBO analysis.
CARTESIAN COORDINATES (ANGSTROEM)
N1 0.076 -0.021 0.133  -0.24
C1 1.362 0.310 -0.607  -0.27
C2 -1.362 -0.018 -0.080  -0.45
C3 1.143 -0.458 0.558  0.32
H1 1.574 1.453 -0.573  0.25
H2 -1.504 -0.016 -1.191  0.26
H3 -1.799 0.900 0.382  0.27
H4 1.388 -0.161 -1.675  0.25
H5 -1.894 -0.956 0.340  0.27
H6 2.064 -1.314 1.833  0.34

***

A gas-phase ion, C3H6N (charge +1), computed with ωB97M-V/def2-TZVPD.

Summary:
- total charge = +1
- highest occupied orbital energy (eV) = -17.93
- calculated total energy (a.u.) = -172.30265
- SMILES = C=[N+]1CC1
- relative energy (zero: lowest compared OMol25 entry of this formula, charge and spin) (eV) = 1.523
- gap between HOMO and LUMO (eV) = 12.45

Each line ends with the natural charge from an NBO analysis.
CARTESIAN COORDINATES (ANGSTROEM)
N1 0.346 -0.004 -0.005  -0.22
C1 -0.805 -0.757 0.007  -0.22
C2 1.619 0.026 -0.020  0.16
C3 -0.895 0.735 0.018  -0.23
H1 2.283 -0.806 -0.089  0.23
H2 -0.883 -1.358 -0.815  0.24
H3 -1.036 -1.260 0.927  0.26
H4 2.124 0.895 0.184  0.22
H5 -1.042 1.189 -1.016  0.26
H6 -1.365 1.389 0.871  0.30

***

A single C3H6N2 molecule, computed with ωB97M-V/def2-TZVPD.

Summary:
- highest occupied orbital energy (eV) = -9.71
- calculated total energy (a.u.) = -227.33323
- SMILES = [H]/N=C\N1CC1
- relative energy (zero: lowest compared OMol25 entry of this formula, charge and spin) (eV) = 2.493
- gap between HOMO and LUMO (eV) = 10.76

Each line ends with the natural charge from an NBO analysis.
CARTESIAN COORDINATES (ANGSTROEM)
N1 -2.110 0.105 -0.094  -0.59
N2 0.162 0.183 -0.380  -0.46
C1 -0.970 -0.372 0.310  0.25
C2 1.371 -0.704 -0.198  -0.28
C3 1.278 0.745 0.262  -0.23
H1 -1.877 0.893 -0.684  0.34
H2 1.733 1.572 -0.293  0.21
H3 -0.823 -1.122 1.031  0.17
H4 1.408 -1.322 0.694  0.19
H5 1.165 0.973 1.366  0.19
H6 1.956 -1.019 -1.039  0.22

***

- Which value of calculated total energy does entry 8 give?
  -172.17689 a.u.